No. 1
Entry from OMol25: a gas-phase ion, C2H8N3S (charge +1) (ωB97M-V/def2-TZVPD).

Positions of all 14 atoms, in Å:
1 C -0.69520 -0.80267 -0.02045
2 C -0.35076 1.57458 0.40958
3 N 1.52834 -0.29916 0.37665
4 N 2.40336 -1.02668 -0.22895
5 N -1.07956 0.59268 -0.40051
6 S 1.43064 1.32234 -0.05715
7 H -0.72427 -1.57222 -0.68525
8 H -0.75317 -0.95722 1.03315
9 H -0.69402 2.59059 0.02912
10 H -0.18506 1.46792 1.44541
11 H 2.83128 -0.75550 -1.13922
12 H 2.15675 -2.05186 -0.14858
13 H -0.64743 0.61670 -1.33826
14 H -2.03790 0.93246 -0.32784

- Relative energy (zero: lowest compared OMol25 entry of this formula, charge and spin): 4.927 eV
- Total charge: +1
- Orbital gap (alpha / beta): 7.54 / 8.71 eV
- LUMO energy (alpha / beta): -4.277 / -3.907 eV
- HOMO energy (alpha / beta): -11.820 / -12.618 eV



No. 2
Entry from OMol25: 2 unconnected molecules or ions with the total composition C2H8N3S2 (ωB97M-V/def2-TZVPD).

Positions of all 15 atoms, in Å:
1 C -0.54300 0.44465 1.51572
2 C 0.05309 -0.01794 -0.94008
3 N -1.26037 -0.16213 2.48516
4 N -0.50589 -0.28263 0.22938
5 N 0.47696 -1.04331 -1.65542
6 S -0.10232 1.98947 1.62836
7 S -0.31878 1.55400 -1.73729
8 H 2.34229 0.78258 -0.39796
9 H -1.42121 -1.17334 2.30958
10 H -1.07172 0.07387 3.38978
11 H -0.32265 -1.28469 0.49384
12 H 2.51497 1.15706 -1.00942
13 H 0.77690 -0.85036 -2.58249
14 H 0.57386 -1.98160 -1.13695
15 H -1.19212 0.79437 -2.59221

- Relative energy (zero: lowest compared OMol25 entry of this formula, charge and spin): 2.298 eV
- Total charge: +1
- Orbital gap: 7.90 eV
- LUMO energy: -4.900 eV
- HOMO energy: -12.795 eV



No. 3
Entry from OMol25: 3 unconnected molecules or ions with the total composition C2H8N3S2 (ωB97M-V/def2-TZVPD).

Positions of all 15 atoms, in Å:
1 C 0.95940 -1.88609 0.17358
2 C -0.94852 1.82024 -1.91783
3 N 2.02544 0.29335 0.30881
4 N -1.44738 2.79921 -1.50677
5 N 1.25390 -0.67152 -0.24426
6 S -0.21316 0.71112 -2.64381
7 S -2.18540 0.88351 1.22623
8 H 0.25929 -2.41345 -0.38024
9 H 1.35073 -2.18887 1.11496
10 H 1.98600 1.31022 -0.06987
11 H -1.84591 3.08785 -0.57215
12 H 2.74719 -0.05734 0.91838
13 H -2.92336 -0.13660 1.14374
14 H 0.82068 -0.26392 -1.20726
15 H -3.20058 1.42262 1.93233

- Relative energy (zero: lowest compared OMol25 entry of this formula, charge and spin): 3.294 eV
- Total charge: +1
- Orbital gap: 8.90 eV
- LUMO energy: -4.373 eV
- HOMO energy: -13.272 eV



No. 4
Entry from OMol25: 2 unconnected molecules or ions with the total composition C2H8N4 (ωB97M-V/def2-TZVPD).

Positions of all 14 atoms, in Å:
1 C 0.05727 1.21432 0.24707
2 N 1.01698 0.15696 0.22138
3 H -0.81106 -2.52206 1.17578
4 H 0.49893 -0.87227 0.26740
5 H 0.37166 2.00123 0.93784
6 H -0.16442 1.66439 -0.73229
7 H -0.91476 0.73017 0.55456
8 C -1.78118 -1.33649 -0.01772
9 N 2.06876 0.13574 -0.60116
10 N -0.69174 -1.86176 0.40383
11 N 2.65616 1.15138 -0.97069
12 H 2.20384 2.04879 -0.70318
13 H -2.77249 -1.77043 0.14374
14 H -1.73796 -0.73998 -0.92655

- Relative energy (zero: lowest compared OMol25 entry of this formula, charge and spin): 3.734 eV
- Orbital gap: 8.56 eV
- LUMO energy: 0.073 eV
- HOMO energy: -8.490 eV



No. 5
Entry from OMol25: 2 unconnected molecules or ions with the total composition C2H8N4 (ωB97M-V/def2-TZVPD).

Positions of all 14 atoms, in Å:
1 N 1.99211 -0.10475 1.90826
2 C 2.08552 -0.68552 0.66404
3 N 1.89381 -0.01261 -0.38980
4 H 1.53695 0.79589 1.87109
5 H 1.68574 -0.72630 2.63910
6 H 2.39242 -1.73067 0.66254
7 H 2.00776 -0.54838 -1.24332
8 N -1.10162 0.34273 -1.14802
9 C -2.21215 0.61342 -0.40233
10 N -3.43474 0.47312 -0.69992
11 H -0.20245 0.56083 -0.74278
12 H -1.18828 -0.08004 -2.05411
13 H -1.93980 0.96393 0.59898
14 H -3.51527 0.13835 -1.66372

- Relative energy (zero: lowest compared OMol25 entry of this formula, charge and spin): 0.356 eV
- Orbital gap: 9.75 eV
- LUMO energy: 0.765 eV
- HOMO energy: -8.983 eV



No. 6
Entry from OMol25: C2H8N4 in the gas phase (ωB97M-V/def2-TZVPD).

Positions of all 14 atoms, in Å:
1 C -0.56840 1.19426 0.34874
2 C 0.43279 -1.02500 0.33603
3 H -1.42784 1.74271 -0.20738
4 H 0.23702 1.90657 0.51320
5 H -0.95336 1.02879 1.30416
6 H -1.60581 -1.34824 -1.14163
7 H -2.04384 -1.17329 0.44922
8 H -0.06795 -1.68732 1.00983
9 H 2.97599 0.03951 -0.92043
10 H 1.32587 0.65320 -0.97171
11 N -0.42089 -0.14676 -0.24733
12 N -1.75740 -0.64083 -0.42035
13 N 1.73391 -0.88128 0.34113
14 N 2.13992 0.33770 -0.39348

- Relative energy (zero: lowest compared OMol25 entry of this formula, charge and spin): 3.165 eV
- Orbital gap: 9.73 eV
- LUMO energy: 0.981 eV
- HOMO energy: -8.748 eV



No. 7
Entry from OMol25: a molecular structure, C2H8N4O (ωB97M-V/def2-TZVPD).

Positions of all 15 atoms, in Å:
1 C 1.85971 0.79577 0.83725
2 C -0.06627 -0.45768 0.24775
3 H 1.29713 1.25961 1.79607
4 H 2.47490 -0.23781 1.22544
5 H 2.38208 1.66320 0.18335
6 H -0.06256 0.04586 -1.83505
7 H -0.02181 -1.75679 2.05400
8 H -1.93065 -1.49973 0.01413
9 H -2.75054 1.01409 -0.99803
10 H -2.12164 -0.49992 -1.87649
11 N 0.57047 0.78459 -0.03604
12 N 0.50814 -0.98276 1.27311
13 N -1.30844 -0.80293 -0.25394
14 N -1.86937 0.18303 -1.12351
15 O 1.03885 0.49147 -1.50805

- Relative energy (zero: lowest compared OMol25 entry of this formula, charge and spin): 9.327 eV
- Orbital gap: 9.47 eV
- LUMO energy: 0.453 eV
- HOMO energy: -9.019 eV



No. 8
Entry from OMol25: 2 unconnected molecules or ions with the total composition C2H8N4O2 (ωB97M-V/def2-TZVPD).

Positions of all 16 atoms, in Å:
1 C 0.64832 0.99899 -1.72993
2 O -0.26173 1.76204 -1.41186
3 N 0.40555 -0.33648 -1.83571
4 N 1.87194 1.35895 -2.11960
5 H -0.27747 -0.89867 -1.36525
6 H 1.03164 -0.90453 -2.38280
7 H 2.61074 0.67893 -2.03980
8 H 2.23664 2.25306 -2.38748
9 C -0.47282 -0.65791 2.04109
10 O 0.69428 -0.79119 2.35168
11 N -1.54065 -1.27932 2.63631
12 N -0.91194 0.31154 1.13786
13 H -1.43981 -1.99252 3.33825
14 H -2.48439 -1.13755 2.34033
15 H -1.90242 0.29256 1.01593
16 H -0.20785 0.34210 0.41096

- Relative energy (zero: lowest compared OMol25 entry of this formula, charge and spin): 0.655 eV
- Orbital gap: 10.51 eV
- LUMO energy: 0.629 eV
- HOMO energy: -9.880 eV



No. 9
Entry from OMol25: a molecular structure, C2H8N4O2Rb (ωB97M-V/def2-TZVPD).

Positions of all 17 atoms, in Å:
1 Rb 1.37093 1.12094 2.47134
2 C -0.07009 -1.56141 0.99214
3 O 1.12697 -1.34332 0.87146
4 N -0.76696 -2.16268 0.02084
5 N -0.69049 -1.65805 2.09831
6 H -0.48048 -2.32997 -0.93313
7 H -1.70262 -2.50131 0.19396
8 H -1.65270 -1.96505 2.09459
9 H -0.17590 -1.33277 2.90422
10 C 0.22818 1.72562 -0.86226
11 O -0.33646 1.61301 0.20985
12 N 1.02755 2.61847 -1.26138
13 N -0.01127 0.80553 -1.74007
14 H 1.39441 2.48480 -2.19285
15 H 1.22301 3.41392 -0.67049
16 H 0.25331 0.92214 -2.70780
17 H -0.73743 0.15007 -1.48874

- Relative energy (zero: lowest compared OMol25 entry of this formula, charge and spin): 1.812 eV
- Total charge: +1
- Orbital gap: 10.02 eV
- LUMO energy: -3.305 eV
- HOMO energy: -13.323 eV



No. 10
Entry from OMol25: 2 unconnected molecules or ions with the total composition C2H8N4P (ωB97M-V/def2-TZVPD).

Positions of all 15 atoms, in Å:
1 C 0.59744 0.81357 -1.23252
2 C 0.96412 -1.26763 0.25269
3 N -2.17164 0.40120 0.14348
4 N -2.90546 -0.45898 -0.13180
5 N -3.67558 -1.23364 -0.54435
6 N 0.94123 -0.32822 -0.89772
7 P -0.10908 1.78430 0.03699
8 H 1.45236 -2.20645 -0.20963
9 H -0.10592 -1.28789 0.56410
10 H 1.57147 -0.94596 1.18082
11 H -4.13354 -1.87202 0.11571
12 H -1.01506 2.73484 -0.53889
13 H 1.52911 -0.81046 -1.59705
14 H -0.60896 1.83792 1.35168
15 H 1.00436 2.65709 -0.00420

- Relative energy (zero: lowest compared OMol25 entry of this formula, charge and spin): 2.902 eV
- Total charge: +1
- Orbital gap: 9.80 eV
- LUMO energy: -3.991 eV
- HOMO energy: -13.790 eV



No. 11
Entry from OMol25: a molecular structure, C2H8N6 (ωB97M-V/def2-TZVPD).

Positions of all 16 atoms, in Å:
1 C 0.02973 0.20361 -2.09782
2 C -0.87557 0.43451 0.10341
3 N 1.25667 -1.96766 2.49245
4 N 0.83802 -1.00280 1.96571
5 N 0.02567 0.80465 -3.23272
6 N 0.08900 -1.06909 0.95227
7 N -1.31718 1.09554 1.06872
8 N -0.76093 0.61779 -1.09816
9 H 0.85469 -0.42830 -1.78897
10 H 1.79407 -1.75331 3.35620
11 H 0.69602 0.50714 -3.92083
12 H -0.67741 1.67485 -3.40213
13 H 0.00976 -1.98924 0.47996
14 H -1.16500 0.75988 2.03328
15 H -1.67518 2.08582 0.88335
16 H 0.87763 0.02661 2.20528

- Relative energy (zero: lowest compared OMol25 entry of this formula, charge and spin): 2.886 eV
- Total charge: +2
- Orbital gap: 9.46 eV
- LUMO energy: -9.244 eV
- HOMO energy: -18.701 eV



No. 12
Entry from OMol25: 2 unconnected molecules or ions with the total composition C2H8NO (ωB97M-V/def2-TZVPD).

Positions of all 12 atoms, in Å:
1 O 0.56562 2.46174 -1.31287
2 H 1.26896 2.37180 -1.96539
3 C -1.00638 -0.67745 -0.50642
4 N -0.37419 0.24097 0.41981
5 C 0.55461 -0.48369 1.26073
6 H -1.57866 -0.10857 -1.25321
7 H -1.71423 -1.33131 0.01548
8 H -0.28647 -1.35434 -0.99258
9 H 0.11942 0.95304 -0.14588
10 H 1.44653 -0.85027 0.71402
11 H 0.93332 0.14991 2.07630
12 H 0.07148 -1.37183 1.69001

- Relative energy (zero: lowest compared OMol25 entry of this formula, charge and spin): 0.494 eV
- Total charge: -2
- Orbital gap (alpha / beta): 2.94 / 7.65 eV
- 2S+1: 2
- LUMO energy (alpha / beta): 7.523 / 7.811 eV
- HOMO energy (alpha / beta): 4.582 / 0.162 eV



| no. | strongest force on any atom (eV Å⁻¹) | calculated total energy (eV) |
| --- | --- | --- |
| 1 | 3.9 | -17497.48019 |
| 2 | 5.4 | -28336.10740 |
| 3 | 4.5 | -28335.11197 |
| 4 | 3.3 | -8160.51799 |
| 5 | 0.6 | -8163.89563 |
| 6 | 3.4 | -8161.08683 |
| 7 | 5.6 | -10203.28591 |
| 8 | 3.2 | -12260.40039 |
| 9 | 5.5 | -12910.89915 |
| 10 | 6.1 | -17440.23463 |
| 11 | 6.4 | -11122.46035 |
| 12 | 0.4 | -5736.05623 |